[1]
The following is a DFT calculation (ωB97M-V with the def2-TZVPD basis set) of 5 unconnected molecules or ions with the total composition C34H76F5N2O5P.

The geometry in XYZ format:
```
123
Properties=species:S:1:pos:R:3:forces:R:3:mulliken_charge:R:1
H 0.88967 -1.48195 -3.27299 -1.05 -0.03 -0.73 -0.30
C -1.55760 -0.25412 -2.35826 -0.62 -0.93 -1.74 2.20
H -6.38566 0.10107 6.10989 -0.08 -0.07 0.06 0.33
C -8.01107 -0.42378 4.78670 0.38 -0.03 0.12 -0.23
H -5.05429 1.80347 1.95135 -0.64 -0.93 -0.82 0.32
C -1.56002 -1.28462 2.72639 -1.36 -0.59 1.60 0.75
C 5.68531 -1.53593 4.64936 0.11 -0.07 0.07 -1.20
H -7.35478 1.46980 5.58522 -0.09 -0.07 0.01 0.25
C -2.63638 4.87060 -4.85072 -0.11 0.16 -0.01 -0.65
H 4.53787 2.82209 -0.01250 -1.34 -0.68 -0.16 0.39
H -6.34171 -0.62350 3.80761 -0.13 0.05 -0.01 0.22
H 0.60890 5.30660 0.96215 0.02 -0.95 -1.19 0.30
H -2.15548 5.78618 -4.49725 0.01 -0.04 -0.12 0.28
H -5.39091 0.02264 1.98856 -0.13 1.32 -0.84 -0.08
C 5.49384 -0.98813 3.24860 -0.28 0.05 0.30 -0.33
H 8.04348 -5.23552 -0.60716 0.00 0.03 0.12 0.37
H -3.23824 5.16182 -0.19334 0.35 -0.53 -0.61 0.27
H -3.45108 5.13883 -5.52743 -0.02 0.00 0.08 0.39
H -3.05731 4.37069 -3.97333 -0.07 -0.10 -0.12 -0.07
H -9.02312 -0.08639 4.55631 0.12 -0.04 -0.16 0.28
H 0.94526 0.77476 -4.31200 -0.67 -1.04 -0.81 0.15
F -1.46852 -2.14152 1.64385 0.50 1.52 2.13 -0.25
C 3.57352 2.22846 -0.19122 0.42 0.14 -0.46 -0.58
F -2.87324 0.72624 2.96474 1.97 -0.06 -1.34 -0.24
H 1.69103 -5.90243 0.57758 0.84 1.09 0.41 0.31
H 5.87724 -6.06268 -1.25623 -0.10 0.12 -0.02 0.30
H 5.49521 0.10673 3.25432 0.20 0.01 0.01 0.29
H -0.91151 -0.00375 0.49591 -0.56 -0.31 0.26 -0.43
C -1.62917 3.97304 -5.54142 -0.10 -0.12 0.44 -0.28
H 4.87189 -1.21319 5.30539 0.08 0.08 -0.01 0.35
H -0.96461 3.18260 -3.89132 0.04 0.07 -0.07 0.23
C 3.99006 0.86523 -0.89627 -0.11 -0.35 0.64 -0.74
C 2.15094 4.48836 -0.39780 -0.59 0.25 -0.56 -0.84
H 6.63362 -1.19912 5.07444 -0.06 -0.01 0.04 0.38
H 6.29578 -1.33019 2.59158 -0.18 -0.01 -0.08 0.31
H 1.65758 -2.49331 3.10862 -0.04 -1.34 0.13 -0.22
C -2.80004 0.66623 -2.80301 1.28 -0.67 -1.27 -1.30
C 1.77072 -3.86456 -0.31505 1.19 0.23 0.54 -1.00
C 0.12145 -1.36913 -4.09717 -0.55 0.49 -0.75 0.01
H 8.04946 -3.66749 0.22896 0.04 -0.05 -0.04 0.32
C -3.91639 3.25804 -0.37146 -1.21 -0.64 -1.30 -1.51
H -2.10318 3.04833 -5.88727 -0.11 0.08 -0.16 0.22
H 3.13920 2.01745 0.83617 0.33 0.16 -1.21 0.15
H 0.47582 -5.37264 2.57326 0.91 1.15 -0.53 0.36
P -4.73464 0.61205 -0.31408 -1.52 0.06 -2.01 -0.33
H -8.00132 0.35155 6.80567 0.08 0.01 0.00 0.36
C 2.05287 -2.31437 0.02691 0.21 0.33 -0.65 1.96
H 0.21795 -2.25535 -4.79707 -0.04 0.92 0.88 0.51
C 7.54790 -4.26289 -0.53761 0.10 0.14 0.01 -1.25
H 5.94146 -4.93486 0.74799 0.05 0.16 0.12 0.19
F -0.53098 -1.43534 3.64766 -1.64 -0.14 -2.22 -0.23
C -2.03727 1.67820 0.30300 0.22 1.31 -0.57 -1.42
H 0.70827 -3.92547 -0.70861 1.25 -0.29 0.52 0.25
H 4.63619 0.25397 -0.17335 -0.82 0.98 -0.83 0.16
H 1.77755 0.22055 -0.78276 1.34 -0.31 -0.54 -1.30
C -0.69335 2.29064 -0.31494 0.96 0.37 1.05 1.60
H 1.74812 2.49125 -1.48621 0.75 0.92 0.59 -0.47
H -1.67026 -2.37304 -3.18794 0.38 1.41 -0.53 0.32
C -1.37804 -1.33063 -3.56487 0.39 -0.29 0.81 -1.04
C 3.07807 -1.63834 -1.04929 -1.02 -0.04 0.42 -0.44
H -1.76002 -0.87577 -1.43756 0.37 1.14 -0.73 -0.18
C -7.40806 0.42219 5.89112 -0.04 0.10 0.10 -1.05
H -8.05692 -1.47670 5.08292 -0.16 0.03 0.12 0.26
H 1.25413 -0.39015 -5.72643 -0.87 0.75 1.11 0.36
C 1.73768 -3.60903 3.28028 0.45 -0.53 -0.04 -0.68
F -0.60880 0.93964 2.83809 -1.74 -0.40 -0.60 -0.33
H 0.04304 1.50053 -0.67714 -1.28 0.65 0.35 -1.46
H 1.34219 -3.84010 4.32464 0.45 0.31 -1.40 0.40
C 2.59867 3.12525 -1.09238 1.34 0.03 0.00 0.29
H -0.57618 0.31651 -2.33528 -1.43 -0.45 0.34 -0.88
H -3.76963 0.06356 -2.91050 1.21 0.88 0.61 0.13
H 4.14715 -1.78171 -0.69230 -1.30 0.25 -0.40 -0.42
H -3.18179 4.65852 -1.75808 -0.03 -0.40 0.44 0.12
H 2.97438 -2.21495 -2.02331 0.12 0.74 1.13 0.43
C 1.01700 -4.46703 2.13689 -0.12 0.67 -0.24 0.25
H -2.28226 2.34380 1.20275 0.09 -0.87 -1.39 1.01
C 6.07589 -4.43270 -0.21580 0.25 -0.31 -0.08 0.31
C 0.48949 -0.05731 -4.94159 0.45 -0.60 -0.29 -0.90
O 5.43996 -5.20341 -1.22760 -0.24 0.04 -0.09 -0.52
H 2.49958 -4.15951 -1.14296 -1.08 0.27 0.96 0.46
O -2.93161 1.89726 -2.09298 -0.68 -1.16 0.56 -0.45
C 2.75180 -0.07314 -1.29776 1.01 -0.43 -0.84 1.59
C 2.01183 -4.87055 0.92564 -1.78 0.66 0.17 -0.59
C -3.30706 1.78805 -0.71599 0.95 1.74 2.60 0.63
H 5.57670 -3.46352 -0.16666 -0.09 -0.14 -0.09 -0.03
H 3.55321 -1.12906 3.28470 0.07 -0.08 -0.09 0.16
H 4.65714 1.05758 -1.80520 -1.03 -0.14 1.12 0.31
H -3.87952 -1.54571 -1.43796 -0.59 0.77 0.98 0.26
H 2.82494 4.81519 0.45420 -0.49 -0.76 -1.04 0.29
H 5.67182 -2.62850 4.63844 0.06 0.07 -0.05 0.27
H -0.86523 3.00395 -1.17216 -0.25 -1.08 1.00 0.05
H 2.24700 5.30059 -1.20126 -0.17 -0.98 1.23 0.31
H -3.61626 -1.58713 0.36409 -0.83 0.44 -1.05 -0.10
H 3.22248 3.41435 -2.01062 -0.89 -0.51 1.14 0.58
H -0.00756 4.91221 -0.70028 0.41 -0.84 1.04 0.24
H -0.50114 3.41412 1.69286 0.74 -0.55 -1.13 0.71
H -0.39565 0.34839 -5.52215 0.92 -0.45 0.80 0.21
N -1.82600 0.30496 0.85444 0.60 1.41 1.48 0.87
H 3.06001 -4.84267 1.35081 -1.02 -0.17 -0.96 0.11
C -1.73372 0.27727 2.30024 0.39 -1.55 -0.24 0.57
H 2.84966 -3.85933 3.24701 -1.37 0.36 0.29 0.29
H -2.54919 0.95769 -3.88597 -0.36 -0.11 1.53 0.41
C -5.53354 0.96714 1.35493 0.54 -0.99 1.35 -0.61
O 4.25903 -1.44174 2.70535 0.04 -0.02 -0.25 -0.25
H 0.22413 -3.79923 1.67278 0.73 -0.99 0.65 -0.27
C 0.13602 3.14574 0.79022 0.11 0.54 -0.95 -0.23
H -5.29725 -1.78949 -0.31758 1.22 0.97 -0.24 0.45
O -7.23241 -0.31529 3.60003 -0.16 -0.01 -0.10 -0.42
O -0.57292 3.63909 -4.64808 0.18 -0.05 -0.04 -0.53
H 7.67395 -3.77090 -1.50503 -0.06 0.03 0.09 0.33
N -3.01135 4.35387 -0.79637 -0.52 0.39 0.95 -0.23
H -4.90150 3.31958 -0.95807 1.13 -0.20 0.90 0.31
H -6.65902 1.10527 1.28151 1.60 0.01 -0.20 0.48
F -2.73109 -1.67223 3.41681 2.11 0.45 -1.33 -0.31
C -4.31694 -1.21079 -0.45311 0.28 -1.30 1.41 -0.53
H -4.17251 3.36435 0.72324 0.51 -0.23 -1.23 0.55
H -1.19309 4.47987 -6.40410 0.13 -0.10 0.11 0.37
H 2.62430 0.05187 -2.43082 -0.23 -0.06 1.59 0.04
H 2.45520 -2.14276 1.07340 -0.38 -0.39 -1.28 -0.38
H 1.06486 -1.73796 -0.03004 1.22 -0.73 0.03 -0.85
C 0.64414 4.51127 0.13518 0.62 0.75 0.69 -0.83
H -2.09268 -1.07855 -4.41081 0.95 -0.31 0.84 0.44
H 1.06749 2.58411 1.13313 -1.41 0.60 -0.23 -0.17
```
Positions in Å, forces in eV/Å.

Its multiplicity is 1. As for the SMILES: CCCCCCCCCCCCCC[C@H](NC(F)(F)C(F)(F)F)[C@@](CN)(OCCCCC)P(C)C.CCO.CCO.CCO.CCO. The calculation puts the HOMO energy at -7.4 eV.

---

[2]
The following is a DFT calculation (ωB97M-V with the def2-TZVPD basis set) of a molecular structure, C47H56As2Br2CsF6I2NO3PS4.

The geometry in XYZ format:
```
125
Properties=species:S:1:pos:R:3:forces:R:3:mulliken_charge:R:1
H 1.77426 -1.40148 -3.92927 0.04 0.12 0.01 -0.70
C -4.39483 -3.26115 -0.75984 0.09 0.04 0.04 -1.22
H -4.32431 -0.16174 -1.12664 0.00 0.06 0.00 -0.31
C 2.25259 -0.44053 -4.13096 -0.06 -0.06 -0.15 0.12
H -3.33779 2.77761 -4.82080 -0.01 0.00 0.00 0.43
C 4.17167 -0.21919 5.79192 0.00 -0.03 -0.03 -0.80
P -3.78473 0.69154 1.83471 0.10 -0.08 0.13 1.53
H -4.55816 3.88918 -2.25511 0.01 0.00 -0.02 0.42
H -3.00008 1.04894 -4.98273 -0.01 0.02 -0.03 0.25
H 4.79540 3.69645 1.18516 0.02 -0.01 -0.01 0.42
H 1.54638 -5.86086 1.03790 -0.02 0.07 0.04 0.50
S 1.77636 2.92573 -1.43181 -0.02 0.03 0.09 0.05
C -7.98069 -0.76957 -4.17217 0.01 0.00 0.01 -0.48
H 8.53089 2.08358 1.51140 0.02 0.01 0.01 0.42
H -4.65755 -1.22682 -4.64420 0.03 -0.03 -0.03 0.53
H -1.44594 -2.12358 5.11836 -0.05 0.01 0.02 0.47
H -1.01577 -2.56808 3.47864 0.03 -0.02 -0.01 -0.17
H 3.98390 5.97554 1.62339 0.01 0.02 -0.01 0.43
C -1.73858 -4.30064 -4.68198 -0.04 -0.05 -0.11 -0.38
C -5.52267 -0.35349 -2.89173 0.01 -0.02 0.12 0.21
H -8.92891 -0.93077 -4.66683 -0.03 0.00 -0.01 0.40
H 4.02851 3.51153 -2.05103 -0.04 0.00 0.00 0.65
H -2.46554 0.95122 5.40053 -0.03 0.02 -0.02 0.26
O 2.45369 0.36615 0.81389 1.09 -0.17 -0.22 0.43
F -3.98187 1.71442 0.60152 -0.04 -0.05 0.09 -0.39
H 0.76780 0.11157 -5.55598 -0.03 0.01 0.00 0.60
H 3.92307 2.25281 -0.83780 -0.07 0.00 -0.08 -1.08
C 1.20871 -5.02922 1.64546 0.03 -0.04 0.05 -0.68
C -3.20862 -2.79817 -0.18240 -0.03 0.03 0.02 -0.26
O 0.28780 -2.56997 -2.27659 -0.01 0.20 0.21 -0.28
C -4.35857 -3.72511 -2.04746 -0.08 0.03 -0.03 -0.85
H 0.63210 4.38750 3.76052 -0.03 0.01 0.01 0.45
H 1.42641 -2.64633 4.13197 0.01 0.00 0.00 -0.09
H 3.00433 -0.61304 -4.90600 0.01 -0.01 0.02 0.65
C 2.00737 2.94790 2.97556 -0.05 -0.04 0.00 -0.32
C -6.79680 -1.14115 -4.79177 0.02 -0.02 0.02 -0.89
Cs 0.03726 -0.47220 0.40700 -0.41 -0.07 -0.69 0.80
Br 1.94653 -3.40955 0.91744 0.11 -0.14 0.01 -0.02
H -6.81932 -1.59187 -5.77469 0.01 -0.03 -0.06 0.46
As 3.63308 0.93830 1.79659 -0.03 0.34 0.45 0.27
C -4.88485 2.86491 -2.07461 -0.10 -0.09 0.02 -1.22
C -0.63912 -2.09497 4.38726 0.01 -0.06 -0.02 0.06
S -0.38649 -0.36057 3.93582 -0.30 0.04 0.06 0.57
H 4.79458 -0.42374 -0.54002 -0.01 -0.02 -0.02 0.40
C -0.69192 -3.10659 -2.77395 0.08 -0.36 -0.10 0.27
H 3.48313 1.89990 -3.84622 -0.01 -0.03 -0.01 0.57
H -5.08616 2.74637 -1.01268 -0.04 0.06 -0.03 0.26
F -2.67473 1.67358 2.47935 -0.03 0.03 0.07 -0.35
C -1.80674 0.48480 6.13209 0.03 0.03 0.01 -1.29
F -4.84579 -0.33757 1.15346 0.03 0.08 0.06 -0.37
H 1.98075 3.28830 -3.78970 0.02 -0.04 0.00 0.41
H -3.21068 -2.43962 0.84044 0.02 0.05 -0.03 0.39
I -4.57725 -5.08353 -5.11003 0.00 0.06 0.03 0.13
C -5.58088 -0.93871 -4.15374 -0.01 0.00 -0.04 -0.19
H 0.05332 1.35205 5.41521 -0.03 0.04 0.01 0.37
H -5.31002 -3.23201 -0.18764 -0.06 -0.01 -0.02 0.50
F -3.53655 -0.38036 3.03447 -0.08 0.06 -0.05 -0.42
H -2.22285 -0.48879 6.38531 -0.02 -0.04 0.00 0.32
H 4.89287 1.42360 -2.93210 0.01 -0.04 0.02 0.64
O 1.02242 -0.26856 3.43145 0.15 0.00 0.00 -0.26
C -0.39119 0.36998 5.58549 0.01 0.00 -0.02 -0.57
C -6.72074 0.01455 -2.27828 0.02 -0.03 0.02 -0.14
C -4.22208 -0.09623 -2.20895 -0.02 -0.15 -0.06 0.43
H -4.68266 1.61483 -4.80542 -0.04 -0.01 0.01 0.46
C -2.01433 -3.18322 -2.09341 -0.16 0.01 0.12 -0.47
C -3.64998 1.78157 -4.50271 0.09 -0.09 0.02 -1.24
H 0.44946 -3.82467 5.04216 0.01 -0.01 0.00 0.44
H 1.53918 -5.11783 2.67486 -0.03 0.01 -0.09 0.35
Br -0.71689 -5.03468 1.64027 0.00 -0.02 0.01 -0.14
C 4.37047 -2.19249 4.43198 -0.01 0.01 -0.02 -0.93
C -0.09383 2.73622 -3.47903 -0.06 0.09 -0.08 -0.88
F -4.95165 1.40519 2.66390 0.03 -0.09 -0.03 -0.39
C 3.90580 -0.07116 3.41025 0.10 0.13 0.07 0.32
S 3.03031 -0.06011 -2.55748 0.00 -0.08 0.17 0.08
H 0.28647 -0.19256 6.22925 0.01 -0.03 0.00 0.33
H -1.63978 -4.76194 -5.65501 -0.01 0.00 0.01 0.37
C 5.39339 0.92158 1.01619 -0.04 -0.01 0.00 0.69
H -0.39657 3.10099 -4.46476 -0.02 -0.04 0.01 0.43
H -3.45710 -0.81803 -2.51019 -0.05 0.01 -0.06 -0.41
H 1.68651 1.47895 -4.97728 0.01 0.02 0.04 0.41
H 0.98614 4.52035 -3.05707 0.02 -0.01 0.04 0.58
F -2.58044 -0.04582 0.98378 -0.45 0.00 0.04 -0.67
C -2.98310 -4.26118 -4.07143 0.04 0.09 0.11 0.08
H -6.68576 0.45671 -1.29000 -0.02 0.01 0.03 0.47
C 6.89439 0.03761 -0.63644 0.03 0.02 0.04 -0.69
I 1.21333 -4.02489 -4.97514 0.02 0.00 0.03 0.10
H -5.79122 2.67116 -2.64918 0.02 -0.04 -0.03 0.35
C 5.61907 0.12070 -0.09512 -0.06 0.05 -0.05 -0.66
H 4.54395 -3.25695 4.34168 0.01 -0.02 0.00 0.44
H -5.25818 -4.08297 -2.53018 0.01 -0.01 0.00 0.14
H -1.81045 1.08812 7.03887 0.00 0.02 0.02 0.42
C 7.93816 0.74884 -0.06107 -0.04 -0.02 -0.03 -0.56
H -8.85498 0.09364 -2.41461 -0.03 0.02 0.02 0.44
C 6.44203 1.61950 1.60784 0.04 -0.05 -0.05 -0.60
C 3.80857 1.54109 -2.87013 -0.01 0.14 0.03 -1.37
C 4.38495 -1.58594 5.68119 -0.01 0.04 -0.02 -0.47
H 8.93196 0.68484 -0.48251 0.03 0.00 -0.02 0.40
C 1.55341 4.23505 3.21497 0.03 -0.01 -0.01 -0.67
H 3.76169 1.60688 4.74636 0.00 0.00 -0.01 0.42
C 1.18772 3.44668 -3.06029 -0.07 0.04 -0.04 -1.07
H 1.91052 6.32748 2.92034 0.00 0.03 -0.01 0.40
C 4.13479 -1.43534 3.29521 -0.01 -0.04 -0.03 -0.35
H 4.56937 -2.17834 6.56743 0.00 -0.01 0.02 0.41
H 7.06898 -0.58348 -1.50456 0.01 -0.02 -0.03 0.49
C 1.21567 0.54773 -4.66045 0.11 0.00 0.00 -1.35
C 3.89569 3.84059 1.76929 -0.03 -0.02 0.03 -0.23
H 6.27219 2.22216 2.49249 0.00 0.00 0.01 0.48
S -0.08868 0.93118 -3.46561 -0.11 -0.13 0.00 0.46
C 2.27041 5.32415 2.73687 0.00 -0.02 -0.01 -0.63
N -2.06068 -2.74527 -0.83236 0.14 0.08 -0.04 0.57
C -0.62248 -3.78160 -4.06320 -0.13 -0.04 -0.12 -0.27
H -0.90158 2.98021 -2.78655 0.03 0.01 -0.01 0.26
C -3.14142 -3.72217 -2.74960 0.01 -0.03 -0.08 1.40
H 1.44359 2.08682 3.31753 0.00 -0.01 0.01 0.35
H 0.99509 -2.32994 5.80587 0.02 0.01 0.04 0.29
C 0.63548 -2.76288 4.87309 -0.05 0.00 -0.05 -0.84
C -7.93682 -0.19326 -2.90955 0.00 0.00 -0.03 -0.69
H 4.18690 0.25744 6.76301 0.01 0.00 0.03 0.44
C 3.43588 5.12748 2.01154 -0.01 0.01 0.01 -0.85
C 3.18497 2.75130 2.25972 0.17 0.00 -0.01 0.09
C 3.50822 2.58427 -1.79291 0.20 -0.04 0.03 0.59
As -3.41308 1.66707 -2.55620 0.08 0.32 0.09 0.67
C 3.93809 0.54193 4.65456 -0.05 -0.01 0.01 -0.23
H 4.11869 -1.91259 2.32187 0.00 0.02 0.03 0.48
C 7.71374 1.53673 1.06046 -0.02 0.01 0.04 -0.75
```
Positions in Å, forces in eV/Å.

Its multiplicity is 2. The calculation puts the HOMO energy (spin up / spin down) at -7.6 / -7.6 eV.

---

In eV Å⁻¹, the strongest force on any atom values for the records above are, in order, 3.27; 1.13.
In kcal/mol, the relative energy (zero: lowest compared OMol25 entry of this formula, charge and spin) values for the records above are, in order, 106.9; 19.6.